{
  "formula": "CH2FPb",
  "method": "the ωB97M-V functional and the def2-TZVPD basis",
  "symbols": ["H", "Pb", "C", "F", "H"],
  "xyz": [[-0.07, 2.05, -1.05], [-0.50, 0.12, -1.36], [0.12, 0.20, 1.14], [0.84, -0.74, 1.62], [-0.45, 0.65, 1.98]],
  "total_charge": 1,
  "total_energy_ha": -331.575723,
  "de_lowest_kcal_mol": 36.6,
  "homo_lumo_gap_ev": 7.565,
  "homo_ev": -14.5,
  "fmax_ev_per_a": 1.96
}

***

{
  "formula": "C21H22FNO4",
  "method": "the ωB97M-V functional and the def2-TZVPD basis",
  "symbols": ["C", "H", "H", "H", "C", "N", "C", "O", "C", "C", "C", "C", "C", "C", "C", "C", "O", "H", "H", "H", "H", "C", "O", "C", "H", "H", "H", "H", "H", "C", "C", "C", "C", "C", "C", "C", "H", "H", "O", "C", "H", "H", "H", "F", "H", "H", "H", "H", "H"],
  "xyz": [[2.90, 4.00, 0.13], [2.41, 4.13, -0.84], [2.15, 4.08, 0.91], [3.62, 4.80, 0.26], [3.60, 2.65, 0.22], [2.68, 1.54, 0.04], [2.22, 0.90, 1.14], [2.51, 1.25, 2.27], [1.30, -0.25, 0.90], [0.03, -0.42, 1.36], [-0.44, -1.64, 0.75], [-1.64, -2.33, 0.74], [-1.72, -3.48, -0.02], [-0.63, -3.95, -0.76], [0.57, -3.27, -0.77], [0.65, -2.11, -0.02], [1.70, -1.26, 0.08], [1.42, -3.62, -1.34], [-0.74, -4.85, -1.34], [-2.65, -4.04, -0.05], [-2.49, -1.98, 1.30], [-0.73, 0.47, 2.29], [-0.60, 0.12, 3.65], [-1.20, -1.10, 4.01], [-0.73, -1.95, 3.50], [-2.27, -1.10, 3.77], [-1.06, -1.20, 5.08], [-1.80, 0.47, 2.00], [-0.34, 1.49, 2.23], [2.30, 1.20, -1.32], [0.81, 1.00, -1.50], [-0.10, 1.86, -0.89], [-1.45, 1.61, -0.99], [-1.95, 0.51, -1.69], [-1.04, -0.31, -2.34], [0.32, -0.06, -2.24], [1.01, -0.72, -2.74], [-1.37, -1.16, -2.91], [-3.29, 0.32, -1.66], [-3.82, -0.83, -2.28], [-3.39, -1.74, -1.85], [-3.65, -0.81, -3.36], [-4.89, -0.80, -2.08], [-2.31, 2.44, -0.37], [0.24, 2.71, -0.32], [2.82, 0.29, -1.65], [2.63, 2.02, -1.96], [4.03, 2.54, 1.21], [4.39, 2.57, -0.53]],
  "total_charge": 0,
  "total_energy_ha": -1268.986630,
  "de_lowest_kcal_mol": 16.4,
  "homo_lumo_gap_ev": 8.883,
  "homo_ev": -8.3,
  "fmax_ev_per_a": 1.28
}

***

{
  "formula": "CH4INS",
  "method": "the ωB97M-V functional and the def2-TZVPD basis",
  "symbols": ["C", "N", "S", "I", "H", "H", "H", "H"],
  "xyz": [[0.01, -0.70, 0.10], [-0.11, 1.10, 1.86], [0.78, -0.30, 1.68], [0.22, 2.15, 3.54], [-0.97, -1.37, -0.02], [0.76, -1.22, -0.59], [-0.22, 0.20, -0.49], [0.35, 2.23, 0.47]],
  "total_charge": 0,
  "total_energy_ha": -790.953095,
  "de_lowest_kcal_mol": 102.5,
  "homo_lumo_gap_ev": [7.711, 7.722],
  "homo_ev": [-8.4, -8.6],
  "fmax_ev_per_a": 3.59
}

***

{
  "formula": "C4H9FOP2",
  "method": "the ωB97M-V functional and the def2-TZVPD basis",
  "symbols": ["C", "C", "C", "C", "O", "F", "P", "P", "H", "H", "H", "H", "H", "H", "H", "H", "H"],
  "xyz": [[-1.36, -1.47, -2.05], [-0.37, -0.57, -1.83], [0.58, 1.34, -2.94], [-0.05, 0.30, 1.93], [0.01, 0.63, -1.91], [0.42, 1.57, 1.66], [-0.30, 0.02, 3.76], [1.27, -1.01, 1.74], [-1.23, -2.54, -1.95], [-2.27, -1.17, -2.57], [-0.96, 0.29, 1.27], [0.80, 0.91, -3.88], [1.03, 2.17, -2.50], [0.98, 0.64, 3.96], [-1.15, 1.24, 3.75], [1.96, -0.44, 0.69], [0.64, -1.93, 0.87]],
  "total_charge": 0,
  "total_energy_ha": -1015.348872,
  "homo_lumo_gap_ev": [8.211, 8.740],
  "homo_ev": [-8.0, -8.4],
  "fmax_ev_per_a": 3.67
}

***

{
  "formula": "C56H84O28",
  "method": "the ωB97M-V functional and the def2-TZVPD basis",
  "symbols": ["O", "C", "O", "C", "C", "C", "H", "H", "H", "H", "H", "H", "O", "C", "O", "C", "C", "C", "H", "H", "H", "H", "H", "H", "O", "C", "O", "C", "C", "C", "H", "H", "H", "H", "H", "H", "O", "C", "O", "C", "C", "C", "H", "H", "H", "H", "H", "H", "O", "C", "O", "C", "C", "C", "H", "H", "H", "H", "H", "H", "O", "C", "O", "C", "C", "C", "H", "H", "H", "H", "H", "H", "O", "C", "O", "C", "C", "C", "H", "H", "H", "H", "H", "H", "O", "C", "O", "C", "C", "C", "H", "H", "H", "H", "H", "H", "O", "C", "O", "C", "C", "C", "H", "H", "H", "H", "H", "H", "O", "C", "O", "C", "C", "C", "H", "H", "H", "H", "H", "H", "O", "C", "O", "C", "C", "C", "H", "H", "H", "H", "H", "H", "O", "C", "O", "C", "C", "C", "H", "H", "H", "H", "H", "H", "O", "C", "O", "C", "C", "C", "H", "H", "H", "H", "H", "H", "O", "C", "O", "C", "C", "C", "H", "H", "H", "H", "H", "H"],
  "xyz": [[4.18, -0.92, 1.69], [3.55, 0.07, 2.02], [2.43, 0.45, 1.41], [2.00, 1.76, 1.88], [3.25, 2.30, 2.58], [3.89, 1.04, 3.13], [1.17, 1.67, 2.57], [1.75, 2.33, 0.92], [3.01, 3.04, 3.32], [3.90, 2.73, 1.88], [3.47, 0.58, 4.02], [4.98, 1.14, 3.26], [3.29, 2.79, -0.44], [3.10, 3.53, -1.33], [3.99, 3.70, -2.38], [3.33, 4.40, -3.50], [1.86, 4.25, -3.20], [1.83, 4.30, -1.66], [3.80, 3.95, -4.39], [3.57, 5.52, -3.47], [1.42, 3.34, -3.52], [1.35, 5.01, -3.71], [0.98, 3.84, -1.12], [1.83, 5.32, -1.28], [-4.25, 4.02, 2.47], [-3.93, 2.83, 2.37], [-2.64, 2.45, 2.38], [-2.72, 0.95, 2.14], [-4.11, 0.53, 1.69], [-4.92, 1.65, 2.34], [-2.50, 0.41, 3.05], [-1.97, 0.74, 1.37], [-4.25, -0.50, 2.09], [-4.15, 0.50, 0.61], [-5.17, 1.51, 3.39], [-5.86, 1.90, 1.82], [0.35, 3.67, 3.54], [-0.01, 4.56, 2.84], [0.64, 4.73, 1.65], [0.00, 5.83, 0.90], [-1.28, 6.13, 1.60], [-1.13, 5.54, 2.96], [-0.08, 5.44, -0.17], [0.71, 6.74, 0.97], [-2.07, 5.59, 1.08], [-1.66, 7.19, 1.53], [-2.10, 5.19, 3.30], [-0.76, 6.14, 3.80], [-1.26, -0.96, -4.25], [-2.22, -0.66, -3.60], [-2.50, -1.40, -2.49], [-3.70, -0.96, -1.91], [-3.76, 0.45, -2.34], [-3.18, 0.46, -3.73], [-3.57, -0.99, -0.81], [-4.55, -1.51, -2.27], [-3.23, 1.15, -1.75], [-4.82, 0.82, -2.43], [-2.74, 1.40, -4.08], [-3.85, 0.08, -4.55], [1.76, -4.93, -1.49], [1.18, -4.90, -2.51], [-0.16, -5.12, -2.50], [-0.75, -5.08, -3.84], [0.34, -4.35, -4.65], [1.63, -4.72, -3.89], [-1.69, -4.56, -3.71], [-0.98, -6.10, -4.08], [0.05, -3.30, -4.60], [0.33, -4.70, -5.67], [2.48, -3.98, -4.01], [2.03, -5.62, -4.36], [-1.22, 2.08, -5.94], [-0.27, 1.37, -5.75], [0.56, 1.55, -4.74], [1.68, 0.61, -4.68], [1.29, -0.48, -5.70], [0.22, 0.21, -6.60], [1.79, 0.19, -3.66], [2.61, 1.13, -4.96], [0.84, -1.33, -5.20], [2.12, -0.78, -6.33], [-0.64, -0.39, -6.82], [0.51, 0.61, -7.57], [1.23, -1.74, -2.79], [0.62, -1.35, -1.83], [0.28, -2.18, -0.89], [0.13, -1.40, 0.36], [-0.36, -0.07, -0.08], [0.40, 0.11, -1.44], [1.07, -1.37, 0.86], [-0.61, -1.82, 1.05], [-0.05, 0.72, 0.57], [-1.41, -0.08, -0.31], [1.34, 0.66, -1.37], [-0.11, 0.61, -2.28], [-3.96, 0.02, 5.33], [-3.30, 0.99, 5.64], [-3.61, 2.23, 5.38], [-2.56, 3.17, 5.76], [-1.38, 2.28, 6.04], [-2.07, 1.00, 6.51], [-2.94, 3.72, 6.64], [-2.40, 3.89, 5.03], [-0.71, 2.72, 6.75], [-0.79, 2.05, 5.13], [-2.39, 1.03, 7.52], [-1.41, 0.09, 6.45], [7.70, -2.25, -2.99], [6.59, -2.05, -2.65], [5.52, -2.85, -3.03], [4.31, -2.31, -2.47], [4.62, -0.84, -2.04], [6.07, -0.88, -1.77], [3.97, -2.98, -1.70], [3.58, -2.40, -3.26], [4.03, -0.61, -1.18], [4.42, -0.11, -2.81], [6.27, -0.95, -0.70], [6.61, 0.01, -2.13], [-2.68, -2.24, 2.14], [-2.43, -3.30, 1.58], [-2.46, -3.35, 0.27], [-1.88, -4.60, -0.21], [-2.11, -5.54, 0.97], [-1.98, -4.57, 2.15], [-0.85, -4.51, -0.49], [-2.43, -4.76, -1.19], [-1.38, -6.34, 0.93], [-3.12, -5.87, 0.95], [-0.95, -4.50, 2.51], [-2.62, -4.82, 3.00], [0.03, -0.88, 3.75], [-0.04, -1.80, 4.52], [1.18, -2.41, 4.84], [0.91, -3.77, 5.31], [-0.37, -3.57, 6.02], [-1.13, -2.54, 5.18], [1.75, -4.05, 5.96], [0.80, -4.47, 4.48], [-0.28, -3.23, 7.05], [-0.90, -4.52, 6.12], [-1.93, -1.92, 5.60], [-1.70, -2.95, 4.33], [0.91, -5.27, 2.01], [2.02, -5.12, 1.59], [2.81, -6.16, 1.43], [4.02, -5.74, 0.75], [4.13, -4.21, 1.10], [2.70, -3.80, 1.23], [3.90, -5.89, -0.35], [4.85, -6.35, 1.09], [4.70, -3.70, 0.40], [4.64, -4.21, 2.06], [2.22, -3.64, 0.27], [2.44, -3.02, 1.96], [-1.45, 3.49, -1.08], [-2.45, 3.92, -1.59], [-3.62, 3.80, -1.02], [-4.58, 4.69, -1.61], [-4.08, 4.92, -3.09], [-2.56, 4.76, -2.91], [-4.64, 5.63, -1.08], [-5.60, 4.25, -1.60], [-4.38, 5.84, -3.51], [-4.54, 4.20, -3.72], [-2.04, 5.65, -2.65], [-1.94, 4.21, -3.66]],
  "total_charge": 0,
  "total_energy_ha": -4291.103629,
  "de_lowest_kcal_mol": 22.5,
  "homo_lumo_gap_ev": 9.852,
  "homo_ev": -9.5,
  "fmax_ev_per_a": 4.08
}